Entry 1:
Entry from the OMol25 dataset: a molecular structure, C34H36MgN9O2P (ωB97M-V/def2-TZVPD).

Structure (XYZ):
```
83
Properties=species:S:1:pos:R:3:lowdin_charge:R:1
Mg 0.58 0.24 -0.23 0.4965
C -6.17 1.39 0.02 -0.0364
C -4.76 0.95 0.33 -0.2648
C -4.20 1.12 1.60 -0.0377
C -2.90 0.72 1.87 -0.0749
C -2.08 0.08 0.91 -0.2765
N -0.78 -0.32 1.16 -0.0109
C -0.53 -1.01 2.35 -0.2542
C -1.52 -1.82 2.94 -0.0241
C -1.29 -2.61 4.04 -0.0285
C -0.02 -2.68 4.62 -0.2713
C 0.27 -3.61 5.77 -0.0403
C 0.96 -1.90 4.05 0.0083
C 0.73 -1.05 2.97 -0.1015
N 1.85 -0.22 2.56 -0.0394
C 2.96 0.01 3.30 -0.0384
C 3.79 0.84 2.58 -0.0291
C 3.09 1.08 1.40 -0.1256
N 1.92 0.45 1.39 0.0165
C -2.67 -0.07 -0.35 -0.1432
C -3.96 0.35 -0.63 0.0125
N -1.94 -0.73 -1.41 -0.0566
C -2.41 -1.75 -2.15 -0.0288
C -1.54 -1.94 -3.20 -0.0241
C -0.56 -0.97 -3.01 -0.1477
N -0.79 -0.22 -1.93 0.0280
H -6.75 1.54 0.93 0.0816
H -6.68 0.66 -0.60 0.0852
H -6.17 2.34 -0.53 0.0849
H -4.79 1.57 2.38 0.1210
H -2.51 0.79 2.89 0.1257
H -2.51 -1.84 2.49 0.1177
H -2.10 -3.21 4.44 0.1216
H -0.62 -3.74 6.39 0.0824
H 1.07 -3.22 6.40 0.0807
H 0.57 -4.59 5.41 0.0879
H 1.95 -1.97 4.48 0.1079
H 3.10 -0.39 4.28 0.1239
H 4.75 1.22 2.88 0.1080
H 3.37 1.71 0.57 0.1015
H -4.35 0.21 -1.63 0.1356
H -3.31 -2.26 -1.88 0.1427
H -1.60 -2.68 -3.98 0.1086
H 0.32 -0.79 -3.61 0.1115
C 3.85 1.82 -2.99 -0.0252
C 2.75 1.74 -2.13 -0.1377
N 2.23 0.60 -1.72 0.0790
C 2.83 -0.56 -2.11 -0.1369
C 3.90 -0.58 -3.01 -0.1258
C 4.41 0.65 -3.45 0.0243
C 4.45 -1.84 -3.45 0.0001
C 3.95 -3.00 -2.98 0.0077
C 2.88 -3.01 -2.01 -0.1251
C 2.38 -4.20 -1.45 0.0249
C 1.39 -4.13 -0.50 -0.0028
C 0.91 -2.87 -0.12 -0.0658
N 1.36 -1.74 -0.63 0.0791
C 2.33 -1.81 -1.57 -0.1492
H 4.25 2.78 -3.28 0.1167
H 2.29 2.64 -1.75 0.0953
H 5.26 0.67 -4.12 0.1331
H 5.27 -1.83 -4.16 0.1269
H 4.35 -3.95 -3.32 0.1289
H 2.78 -5.15 -1.77 0.1317
H 0.99 -5.02 -0.05 0.1211
H 0.13 -2.77 0.63 0.1153
N -1.45 3.49 1.63 0.1602
C -1.37 4.33 0.39 -0.1561
P -1.03 3.12 -0.95 0.4441
O -2.31 2.64 -1.53 -0.2878
O -0.01 2.22 -0.29 -0.3506
C -0.30 4.00 -2.40 -0.1538
N -0.63 3.02 -3.51 0.1508
H -2.11 2.69 1.53 0.1140
H -1.74 4.04 2.45 0.1766
H -0.54 3.06 1.82 0.1567
H -0.58 5.06 0.51 0.1160
H -2.33 4.82 0.22 0.1167
H 0.77 4.18 -2.37 0.0948
H -0.85 4.91 -2.61 0.1159
H -0.50 3.40 -4.45 0.1738
H -1.61 2.74 -3.34 0.1370
H -0.08 2.16 -3.41 0.1396
```

Summary:
spin multiplicity	1
energy above the lowest of the compared OMol25 structures with the same formula, charge and spin	0.000	eV
charge	+2
frontier orbital gap	6.142	eV


Entry 2:
Entry from the OMol25 dataset: a molecular structure, C34H36N5O3SSeW (ωB97M-V/def2-TZVPD).

Structure (XYZ):
```
81
Properties=species:S:1:pos:R:3:lowdin_charge:R:1
W 1.01 -0.45 -0.76 1.3889
O 1.64 -0.77 0.98 -0.2782
C 1.55 -0.33 2.26 -0.2634
C 2.39 -0.89 3.21 0.0234
C 2.30 -0.42 4.51 -0.0225
C 1.40 0.59 4.86 -0.0356
C 0.58 1.14 3.89 0.0066
C 0.64 0.68 2.57 -0.1326
C -0.19 1.26 1.57 0.0035
N -0.23 0.88 0.32 -0.1416
N -1.07 1.69 -0.46 0.1168
C -0.97 1.38 -1.70 -0.3751
O -0.17 0.36 -2.08 -0.2848
C -1.68 2.10 -2.76 -0.1538
C -2.30 3.32 -2.48 -0.0098
C -2.97 3.99 -3.48 -0.0484
C -3.04 3.45 -4.76 -0.0487
C -2.42 2.24 -5.05 -0.0545
C -1.73 1.57 -4.05 -0.0168
H 3.08 -1.67 2.94 0.1298
H 2.93 -0.84 5.27 0.1243
H 1.35 0.95 5.88 0.1223
H -0.12 1.93 4.15 0.1302
H -0.84 2.09 1.83 0.1519
H -2.24 3.73 -1.48 0.1172
H -3.45 4.94 -3.27 0.1164
H -3.57 3.98 -5.54 0.1167
H -2.46 1.83 -6.05 0.1116
H -1.23 0.64 -4.27 0.0860
O 2.57 -1.52 -1.47 -0.3469
N 3.82 -1.05 -1.22 -0.1600
C 4.81 -1.96 -1.15 0.0274
C 6.09 -1.55 -0.92 -0.0009
C 6.34 -0.18 -0.78 -0.0039
C 5.31 0.73 -0.86 -0.0356
C 4.01 0.28 -1.09 -0.5871
S 2.61 1.30 -1.22 0.7923
H 4.49 -2.99 -1.30 0.1533
H 6.88 -2.28 -0.87 0.1298
H 7.35 0.17 -0.59 0.1322
H 5.47 1.79 -0.76 0.1273
C -1.58 -5.83 0.98 -0.1053
C -2.27 -5.85 -0.37 -0.2512
C -3.58 -5.07 -0.39 -0.1694
C -3.39 -3.56 -0.41 -0.1287
N -2.86 -3.11 -1.70 -0.0008
C -1.61 -2.72 -1.99 -0.5471
Se -0.21 -2.68 -0.72 0.8687
N -1.51 -2.45 -3.30 0.0100
C -0.29 -2.14 -4.05 -0.1394
C 0.13 -3.30 -4.95 -0.1588
C 0.63 -4.51 -4.16 -0.2383
C 2.07 -4.36 -3.69 -0.0985
C -2.76 -2.64 -3.89 -0.1313
C -3.20 -2.47 -5.19 0.0102
C -4.53 -2.77 -5.43 -0.0446
C -5.39 -3.21 -4.41 -0.0429
C -4.95 -3.36 -3.11 0.0163
C -3.61 -3.07 -2.87 -0.1283
H -0.66 -6.41 0.96 0.0794
H -2.22 -6.27 1.75 0.0837
H -1.32 -4.82 1.30 0.0413
H -2.47 -6.88 -0.66 0.1167
H -1.60 -5.46 -1.14 0.0820
H -4.17 -5.31 0.51 0.1281
H -4.20 -5.37 -1.24 0.1104
H -2.70 -3.23 0.36 0.0891
H -4.33 -3.03 -0.26 0.1368
H 0.49 -1.92 -3.32 0.0609
H -0.48 -1.23 -4.62 0.1152
H 0.92 -2.93 -5.62 0.1292
H -0.70 -3.59 -5.59 0.1074
H 0.55 -5.40 -4.79 0.1176
H -0.02 -4.69 -3.30 0.0885
H 2.76 -4.37 -4.54 0.0844
H 2.36 -5.17 -3.02 0.0806
H 2.23 -3.42 -3.15 0.0376
H -2.56 -2.12 -5.98 0.1209
H -4.92 -2.66 -6.44 0.1190
H -6.42 -3.43 -4.65 0.1196
H -5.62 -3.68 -2.33 0.1228
```

Summary:
spin multiplicity	2
energy above the lowest of the compared OMol25 structures with the same formula, charge and spin	0.069	eV
charge	+2
frontier orbital gap (alpha / beta)	6.320 / 6.495	eV


Entry 3:
Entry from the OMol25 dataset: a gas-phase ion, C34H36NS2Si (charge +1) (ωB97M-V/def2-TZVPD).

Structure (XYZ):
```
74
Properties=species:S:1:pos:R:3:lowdin_charge:R:1
C -0.57 1.50 -2.47 -0.1190
C 0.43 2.15 -1.74 -0.1347
C 1.33 1.40 -0.97 -0.1115
C 1.26 0.01 -1.01 -0.2682
Si 2.36 -0.93 0.14 0.7556
C 2.90 -2.51 -0.73 -0.2343
C 4.20 -2.64 -1.22 -0.0731
C 4.57 -3.68 -2.06 -0.0623
C 3.63 -4.66 -2.42 -0.0686
C 2.34 -4.57 -1.91 -0.0691
C 1.98 -3.51 -1.06 -0.1125
C 3.90 0.06 0.55 -0.2629
C 4.43 0.91 -0.44 -0.1083
C 5.49 1.78 -0.13 -0.0651
C 6.05 1.77 1.15 -0.0712
C 5.60 0.85 2.10 -0.0729
C 4.55 -0.02 1.79 -0.0842
C 1.15 -0.87 1.67 -0.1941
C 1.52 -2.18 2.39 -0.1834
C 0.30 -3.07 2.21 -0.1331
C -0.89 -2.17 1.87 -0.1163
N -0.37 -0.87 1.51 -0.0061
C -1.19 0.15 1.22 0.0573
C -2.73 0.42 1.31 -0.2538
C -3.55 -0.19 0.14 -0.1949
C -4.02 -1.51 0.16 -0.0455
C -5.17 -1.87 -0.55 -0.0679
C -5.86 -0.91 -1.31 -0.0728
C -5.30 0.36 -1.50 -0.0465
C -4.06 0.60 -0.89 -0.0874
C 0.29 -0.64 -1.77 -0.0765
C -0.67 0.12 -2.44 -0.0757
H -1.28 2.08 -3.05 0.1107
H 0.54 3.24 -1.75 0.1065
H 2.07 1.90 -0.34 0.1062
H 4.94 -1.89 -0.95 0.0979
H 5.58 -3.74 -2.45 0.1089
H 3.90 -5.47 -3.09 0.1124
H 1.59 -5.33 -2.17 0.1097
H 0.95 -3.47 -0.69 0.0830
H 4.01 0.90 -1.45 0.1138
H 5.85 2.46 -0.90 0.1114
H 6.86 2.47 1.39 0.1108
H 6.07 0.81 3.08 0.1083
H 4.23 -0.76 2.53 0.1008
H 1.46 0.03 2.22 0.1325
H 2.40 -2.65 1.93 0.1003
H 1.76 -1.98 3.44 0.1253
H 0.45 -3.76 1.38 0.0999
H 0.08 -3.64 3.11 0.1231
H -1.48 -2.55 1.02 0.1232
H -1.59 -2.07 2.71 0.1447
H -0.57 1.06 1.12 0.0833
H -3.14 -0.07 2.22 0.1646
H -3.54 -2.27 0.77 0.0899
H -5.56 -2.90 -0.51 0.1127
H -6.84 -1.15 -1.73 0.1081
H -5.78 1.14 -2.09 0.1155
H -3.55 1.54 -1.10 0.0515
H 0.30 -1.72 -1.84 0.0916
H -1.49 -0.38 -2.93 0.1113
C -3.50 4.80 -0.31 -0.3060
C -2.08 4.38 0.06 -0.4494
S -1.83 2.63 0.13 0.9527
C -2.86 1.92 1.42 -0.7391
S -4.56 2.86 1.59 0.8671
C -4.51 4.54 0.79 -0.4678
H -3.46 5.87 -0.53 0.1226
H -3.82 4.27 -1.21 0.1077
H -1.41 4.63 -0.78 0.0839
H -1.76 4.86 0.99 0.0973
H -2.50 2.22 2.42 0.0709
H -4.32 5.29 1.58 0.0795
H -5.54 4.62 0.39 0.0816
```

Summary:
spin multiplicity	1
energy above the lowest of the compared OMol25 structures with the same formula, charge and spin	0.000	eV
charge	+1
frontier orbital gap	7.407	eV
SMILES	C(/[C@H](c1ccccc1)C1SCCCS1)=[N+]1/CCC[C@H]1[Si](c1ccccc1)(c1ccccc1)c1ccccc1


Entry 4:
Entry from the OMol25 dataset: a molecular structure, C34H37CsN6O2S3Si (ωB97M-V/def2-TZVPD).

Structure (XYZ):
```
84
Properties=species:S:1:pos:R:3:lowdin_charge:R:1
Cs 1.22 0.08 -1.66 0.6066
N 1.11 1.64 2.00 0.0821
C 1.90 0.57 2.22 -0.7032
N 1.80 -0.54 1.59 0.0803
C 2.78 -1.43 1.99 -0.3156
C 2.95 -2.71 1.46 -0.0110
C 4.01 -3.48 1.92 -0.0857
C 4.89 -3.00 2.90 -0.1205
C 4.72 -1.74 3.44 -0.1282
C 3.66 -0.97 2.97 -0.5054
S 3.21 0.66 3.42 1.0082
H 0.27 1.50 1.36 0.0191
H 1.10 2.37 2.69 0.0777
H 2.27 -3.07 0.70 0.0853
H 4.16 -4.46 1.49 0.1050
H 5.72 -3.62 3.23 0.0916
H 5.40 -1.36 4.19 0.0957
C -2.62 -2.81 -2.82 -0.0864
N -1.55 -3.30 -1.95 -0.0958
C -0.49 -4.10 -2.54 -0.1196
C 0.61 -3.94 -1.52 -0.5149
O 1.65 -4.60 -1.48 -0.0301
N 0.30 -2.91 -0.67 0.1291
C -0.94 -2.54 -1.01 -0.4803
N -1.57 -1.51 -0.42 0.2038
H -3.09 -3.67 -3.31 0.0795
H -2.18 -2.12 -3.57 -0.0265
H -3.39 -2.30 -2.23 0.0710
H -0.16 -3.60 -3.47 0.0180
H -0.78 -5.14 -2.70 0.1210
H -1.08 -0.87 0.19 0.0563
H -2.43 -1.18 -0.82 0.0738
S 4.78 -3.82 -2.11 1.0532
C 3.68 -2.47 -2.08 -0.4468
N 4.02 -1.47 -1.33 0.0078
C 5.23 -1.73 -0.70 -0.3301
C 5.84 -0.88 0.22 -0.0205
C 7.03 -1.27 0.79 -0.1051
C 7.62 -2.50 0.46 -0.1160
C 7.02 -3.35 -0.44 -0.1069
C 5.81 -2.96 -1.02 -0.4939
H 2.78 -2.50 -2.68 0.0450
H 5.36 0.05 0.49 0.1180
H 7.51 -0.63 1.53 0.0966
H 8.55 -2.79 0.93 0.0898
H 7.46 -4.31 -0.68 0.0979
S 0.07 -1.23 -4.31 -0.7300
C -4.48 2.85 2.11 -0.1027
C -3.32 1.87 1.95 -0.5972
C -3.82 0.43 2.10 -0.0973
C -2.31 2.15 3.07 -0.1074
Si -2.35 2.03 0.30 0.4298
O -0.93 1.32 0.40 -0.4234
C -2.16 3.91 0.01 -0.1980
C -3.14 4.69 -0.60 -0.0955
C -2.99 6.06 -0.76 -0.1070
C -1.83 6.69 -0.30 -0.1209
C -0.84 5.93 0.30 -0.1037
C -1.00 4.56 0.45 -0.0890
C -3.36 1.38 -1.17 -0.2161
C -4.75 1.25 -1.24 -0.1193
C -5.37 0.74 -2.37 -0.1139
C -4.62 0.34 -3.46 -0.1024
C -3.23 0.45 -3.42 -0.0978
C -2.63 0.97 -2.29 -0.1080
H -4.96 2.72 3.09 0.0729
H -5.26 2.71 1.36 0.0587
H -4.14 3.89 2.04 0.0704
H -4.28 0.28 3.09 0.0749
H -2.99 -0.28 2.01 0.0753
H -4.56 0.17 1.34 0.0638
H -2.81 2.06 4.05 0.0756
H -1.91 3.17 3.00 0.0730
H -1.48 1.45 3.04 0.0650
H -4.03 4.21 -0.99 0.0988
H -3.76 6.64 -1.25 0.0903
H -1.71 7.76 -0.43 0.0868
H 0.07 6.41 0.64 0.0912
H -0.21 3.97 0.90 0.0889
H -5.37 1.54 -0.39 0.0736
H -6.45 0.65 -2.39 0.0859
H -5.10 -0.07 -4.34 0.0936
H -2.58 0.10 -4.22 0.0492
H -1.55 1.02 -2.29 0.0418
```

Summary:
spin multiplicity	1
energy above the lowest of the compared OMol25 structures with the same formula, charge and spin	1.182	eV
charge	-2
frontier orbital gap	3.194	eV


Entry 5:
Entry from the OMol25 dataset: a molecular structure, C34H37F3N6O3STeZn (ωB97M-V/def2-TZVPD).

Structure (XYZ):
```
86
Properties=species:S:1:pos:R:3:lowdin_charge:R:1
Zn -1.42 -0.23 -1.78 0.4607
N 1.79 -3.54 -1.47 0.0194
C 0.76 -2.65 -1.42 -1.0358
S 0.32 -1.93 -2.93 0.5380
N 0.22 -2.50 -0.26 -0.0393
N -0.74 -1.48 -0.21 -0.1678
C -1.36 -1.26 0.92 -0.1467
C -2.47 -0.36 1.00 -0.3151
C -3.28 -0.22 2.13 -0.1049
C -4.27 0.65 2.08 -0.1266
C -4.63 1.43 0.87 -0.0619
C -3.75 1.20 -0.22 -0.1554
N -2.79 0.28 -0.17 0.0240
H 1.87 -4.00 -2.36 0.0497
H 1.84 -4.24 -0.73 0.0857
H -1.18 -1.81 1.80 0.0973
H -2.99 -0.80 3.13 0.1542
H -4.86 0.96 3.01 0.1111
H -5.25 2.25 0.91 0.0449
H -3.81 1.82 -1.15 0.1173
F -7.47 -4.01 -2.73 0.1272
C -6.58 -4.36 -1.79 -0.5624
F -6.30 -5.66 -1.90 0.1428
F -7.27 -4.21 -0.61 0.1091
C -5.34 -3.48 -1.93 -0.0922
C -5.56 -2.13 -2.26 0.0358
C -4.45 -1.28 -2.38 -0.0787
N -3.21 -1.75 -2.26 0.0623
C -3.04 -3.04 -1.93 -0.1044
C -4.05 -3.94 -1.66 0.0206
H -6.56 -1.78 -2.37 0.1136
H -4.46 -0.26 -2.63 0.0876
H -2.00 -3.34 -1.85 0.0834
H -3.90 -4.88 -1.24 0.1018
O -3.42 0.59 -5.11 -0.0261
C -2.52 0.24 -4.36 -0.5576
O -2.27 0.74 -3.19 -0.2076
H -1.80 -0.52 -4.69 0.0968
C -0.89 3.32 -1.87 -0.0038
C 0.06 2.55 -1.08 -0.7448
O 0.83 3.08 -0.26 -0.0778
N 0.10 1.25 -1.31 -0.2475
Te 1.58 0.34 -0.38 1.9013
C 1.30 0.17 1.70 -0.3155
C 2.15 -0.81 2.24 -0.3046
C 3.36 -1.34 1.52 -0.0793
C 1.86 -1.29 3.54 -0.0165
C 0.81 -0.82 4.28 -0.2312
C 0.57 -1.41 5.67 -0.0443
C 0.07 0.26 3.76 -0.0242
C 0.28 0.77 2.52 -0.3113
C -0.53 1.91 2.09 -0.0385
C 3.45 1.58 -0.33 -0.2320
C 3.92 2.39 0.72 -0.2889
C 3.16 2.78 1.94 -0.0326
C 5.18 2.92 0.51 -0.0179
C 5.92 2.75 -0.69 -0.2336
C 7.41 3.12 -0.81 -0.0556
C 5.32 2.05 -1.70 -0.0489
C 4.10 1.44 -1.56 -0.3149
C 3.46 0.73 -2.73 -0.1042
H -0.38 4.16 -2.37 0.1009
H -1.64 3.70 -1.22 0.0741
H -1.39 2.69 -2.57 0.0442
H 3.19 -1.86 0.54 0.0647
H 3.84 -2.08 2.16 0.0752
H 4.00 -0.51 1.27 0.0637
H 2.54 -2.05 3.88 0.1021
H 1.47 -1.85 6.04 0.0559
H -0.13 -2.19 5.64 0.0559
H 0.32 -0.73 6.49 0.0816
H -0.75 0.71 4.32 0.1203
H 0.19 2.72 2.04 0.0743
H -1.32 2.07 2.80 0.0815
H -1.04 1.71 1.13 0.0806
H 2.20 3.18 1.64 0.0637
H 3.76 3.51 2.49 0.0767
H 3.09 1.92 2.57 0.0733
H 5.54 3.60 1.37 0.1382
H 7.72 3.24 -1.85 0.0697
H 8.04 2.36 -0.31 0.0748
H 7.79 3.99 -0.26 0.0652
H 5.77 1.87 -2.65 0.1054
H 4.02 0.95 -3.67 0.0922
H 2.41 1.01 -2.89 0.0555
H 3.50 -0.37 -2.64 0.0761
```

Summary:
spin multiplicity	2
energy above the lowest of the compared OMol25 structures with the same formula, charge and spin	0.000	eV
charge	-1
frontier orbital gap (alpha / beta)	4.832 / 7.032	eV


Entry 6:
Entry from the OMol25 dataset: a molecular structure, C34H37MnN2O7Te (ωB97M-V/def2-TZVPD).

Structure (XYZ):
```
82
Properties=species:S:1:pos:R:3:lowdin_charge:R:1
Mn -0.90 2.99 0.07 0.7948
O -4.11 5.53 0.50 0.1973
C -2.96 4.90 0.48 -0.4425
O -2.78 3.84 -0.09 0.0858
C -1.85 5.61 1.20 -0.0614
O -0.75 4.73 1.38 -0.1944
C -0.66 4.18 2.72 -0.0565
C -1.47 2.87 2.84 -0.6232
O -2.16 2.71 3.83 0.0743
O -1.27 2.05 1.86 -0.1344
H -4.78 5.03 0.01 0.1614
H -2.19 6.03 2.14 0.1532
H -1.51 6.43 0.56 0.1577
H -1.00 4.90 3.46 0.1316
H 0.39 3.95 2.87 0.1385
C 3.90 -5.84 0.96 -0.0369
C 2.96 -4.67 0.80 -0.2536
C 2.39 -4.05 1.90 -0.0121
C 1.51 -2.99 1.76 -0.3050
C 0.93 -2.41 3.03 -0.0885
C 1.16 -2.51 0.47 -0.2683
Te -0.25 -0.86 0.63 1.9246
N -0.10 -0.30 -1.26 -0.2127
C -0.38 0.86 -1.75 -0.5565
O -1.18 1.77 -1.29 -0.1461
C 0.31 1.23 -3.03 -0.1538
C 1.64 0.86 -3.22 -0.0381
C 2.35 1.35 -4.30 -0.0745
C 1.73 2.22 -5.20 -0.0800
C 0.41 2.59 -5.01 -0.0716
C -0.30 2.10 -3.92 -0.0228
C -2.02 -2.03 0.90 -0.2933
C -2.71 -1.86 2.11 -0.2923
C -2.23 -1.05 3.29 -0.0720
C -3.92 -2.53 2.26 -0.0072
C -4.44 -3.37 1.29 -0.2469
C -5.75 -4.07 1.48 -0.0369
C -3.69 -3.56 0.13 -0.0049
C -2.49 -2.91 -0.09 -0.2726
C -1.72 -3.19 -1.35 -0.0463
C 1.74 -3.13 -0.66 -0.2694
C 1.53 -2.81 -2.12 -0.0671
C 2.62 -4.19 -0.45 -0.0189
H 4.02 -6.11 2.00 0.0778
H 4.88 -5.59 0.55 0.0870
H 3.53 -6.70 0.41 0.0874
H 2.64 -4.40 2.90 0.1202
H 1.45 -2.79 3.90 0.0884
H -0.12 -2.69 3.12 0.0709
H 1.00 -1.32 3.05 0.0519
H 2.10 0.20 -2.50 0.1017
H 3.38 1.07 -4.44 0.1054
H 2.29 2.61 -6.04 0.1059
H -0.07 3.26 -5.71 0.1066
H -1.33 2.39 -3.76 0.1176
H -1.31 -0.51 3.10 0.0131
H -2.08 -1.71 4.14 0.0949
H -2.99 -0.32 3.57 0.0940
H -4.47 -2.38 3.18 0.1271
H -6.20 -3.81 2.44 0.0778
H -5.61 -5.15 1.45 0.0882
H -6.45 -3.80 0.69 0.0878
H -4.05 -4.25 -0.63 0.1259
H -2.32 -3.77 -2.05 0.0887
H -0.83 -3.78 -1.11 0.0803
H -1.39 -2.28 -1.83 0.0547
H 0.74 -2.09 -2.29 0.0235
H 1.30 -3.73 -2.66 0.0913
H 2.45 -2.40 -2.54 0.0867
H 3.05 -4.66 -1.33 0.1293
O 1.14 2.52 0.04 -0.1593
N 2.23 3.11 -0.37 -0.1654
C 2.20 4.30 -0.99 0.0083
C 3.36 4.93 -1.37 -0.0212
C 4.58 4.34 -1.11 -0.0397
C 4.59 3.09 -0.50 -0.0205
C 3.41 2.49 -0.15 0.0112
H 1.21 4.71 -1.15 0.1344
H 3.30 5.90 -1.86 0.1219
H 5.51 4.84 -1.36 0.1191
H 5.52 2.57 -0.30 0.1220
H 3.33 1.52 0.32 0.1465
```

Summary:
spin multiplicity	2
energy above the lowest of the compared OMol25 structures with the same formula, charge and spin	0.258	eV
charge	+1
frontier orbital gap (alpha / beta)	8.344 / 8.080	eV